# C41H110N16O17

A 11-piece molecular cluster, C41H110N16O17 overall (ωB97M-V/def2-TZVPD, the Open Molecules 2025 dataset).

XYZ file:
```
184
Properties=species:S:1:pos:R:3:mulliken_charge:R:1
C 0.883 3.594 -5.236 -0.505
O 1.222 3.084 -3.920 -0.105
C 1.192 4.071 -2.888 -1.041
C 1.520 3.526 -1.521 -0.590
N 0.440 2.882 -0.738 0.087
C -0.109 1.831 -1.603 1.135
C -1.477 1.167 -1.067 -1.843
O -1.564 0.501 0.157 -0.012
C -0.588 -0.552 0.480 0.607
H 0.943 2.684 -5.831 0.128
H 1.508 4.443 -5.512 0.106
H -0.122 4.017 -5.251 0.250
H 0.224 4.567 -2.822 0.248
H 1.824 4.905 -3.191 0.676
H 2.050 4.253 -0.905 0.649
H 2.285 2.804 -1.808 0.049
H -0.373 3.430 -0.497 -0.184
H 0.600 1.027 -1.799 -0.959
H -0.586 2.301 -2.463 0.306
H -2.001 0.579 -1.821 0.214
H -2.138 2.027 -0.960 0.714
H -0.434 -1.279 -0.318 0.334
H -0.913 -1.027 1.405 -0.394
H 0.343 -0.019 0.675 -0.205
C -8.959 -3.790 4.642 -0.758
O -8.241 -3.310 3.438 -0.299
C -8.705 -3.824 2.205 -0.614
C -7.913 -3.383 0.944 -0.565
N -6.591 -4.080 0.938 -0.389
C -5.687 -3.407 -0.037 -0.862
C -4.398 -2.917 0.668 -0.146
O -3.606 -4.008 1.257 -0.491
C -2.414 -3.584 1.904 -0.416
H -9.668 -2.970 4.752 0.292
H -8.284 -3.670 5.490 0.254
H -9.590 -4.677 4.591 0.311
H -9.666 -3.429 1.874 0.354
H -8.692 -4.913 2.248 0.365
H -7.796 -2.301 0.887 0.390
H -8.505 -3.616 0.059 0.364
H -6.348 -4.028 1.917 0.277
H -6.175 -2.542 -0.487 0.331
H -5.479 -4.141 -0.815 0.349
H -4.658 -2.236 1.478 0.281
H -3.655 -2.479 0.002 0.351
H -2.226 -4.325 2.681 0.331
H -2.379 -2.583 2.335 0.173
H -1.541 -3.739 1.270 0.120
C 1.588 -3.827 -1.529 -0.271
O 1.963 -5.211 -1.367 -0.440
C 1.024 -6.156 -0.900 -0.268
C 1.666 -7.521 -0.538 -0.878
N 2.557 -7.477 0.658 -0.465
C 3.893 -7.064 0.240 -0.518
C 4.832 -7.824 1.174 -0.665
O 4.636 -9.255 1.068 -0.384
C 4.933 -9.804 2.327 -0.744
H 0.986 -3.698 -2.429 0.285
H 2.561 -3.368 -1.705 0.111
H 1.095 -3.438 -0.638 0.124
H 0.378 -6.333 -1.760 0.365
H 0.529 -5.636 -0.080 0.137
H 2.211 -8.127 -1.261 0.489
H 0.829 -8.207 -0.415 0.458
H 2.853 -8.442 0.708 0.363
H 4.067 -5.993 0.347 0.224
H 4.188 -7.292 -0.784 0.395
H 4.720 -7.428 2.183 0.379
H 5.803 -7.489 0.810 0.384
H 5.958 -9.530 2.579 0.312
H 4.937 -10.894 2.310 0.259
H 4.262 -9.442 3.106 0.326
C 3.437 -3.612 2.465 -0.562
O 2.910 -2.908 3.598 -0.503
C 2.061 -1.870 3.219 -0.129
C 1.176 -1.454 4.420 -0.681
N 0.222 -2.514 4.708 -0.045
C -0.495 -2.175 5.907 -0.248
C -1.044 -3.394 6.636 -0.714
O -1.782 -2.988 7.874 -0.329
C -2.558 -4.018 8.439 -0.729
H 2.661 -3.997 1.803 0.280
H 3.911 -4.499 2.884 0.240
H 4.176 -3.075 1.869 0.275
H 1.371 -2.200 2.442 0.069
H 2.665 -1.035 2.863 0.376
H 0.615 -0.536 4.243 0.065
H 1.882 -1.285 5.234 0.490
H 0.743 -3.380 4.710 0.234
H -1.243 -1.408 5.705 0.029
H 0.224 -1.797 6.634 0.271
H -0.240 -4.047 6.976 0.348
H -1.639 -3.960 5.919 0.382
H -2.036 -4.954 8.641 0.289
H -3.439 -4.176 7.817 0.288
H -2.918 -3.733 9.428 0.259
C -3.859 7.383 2.419 -0.787
O -2.993 6.281 1.980 -0.350
C -3.464 5.676 0.817 -0.394
C -4.747 4.787 0.980 -0.904
N -4.660 3.749 2.013 -0.338
C -3.684 2.653 1.778 -0.212
C -3.300 1.782 3.032 -0.459
O -2.221 2.479 3.695 -0.322
C -1.817 1.887 4.912 -0.843
H -4.841 7.118 2.812 0.302
H -3.891 8.191 1.688 0.316
H -3.361 7.841 3.274 0.302
H -2.668 5.105 0.338 0.198
H -3.805 6.415 0.091 0.432
H -4.800 4.380 -0.030 0.379
H -5.578 5.413 1.306 0.457
H -4.604 4.138 2.944 0.319
H -2.765 3.183 1.529 0.081
H -3.875 1.989 0.934 0.271
H -2.819 0.845 2.748 -0.058
H -4.051 1.654 3.811 0.595
H -1.487 0.862 4.743 0.170
H -2.653 1.897 5.611 0.405
H -0.956 2.416 5.320 0.339
C 4.775 6.343 -0.576 -0.858
O 5.452 5.220 -0.092 -0.355
C 5.308 4.993 1.286 -0.599
C 5.886 3.606 1.644 -0.962
N 5.101 2.643 0.869 -0.281
C 5.733 1.283 0.819 -1.379
C 4.968 0.185 0.011 0.019
O 4.656 0.553 -1.333 -0.443
C 3.865 -0.499 -1.986 -0.619
H 3.685 6.301 -0.567 0.296
H 4.932 6.487 -1.645 0.312
H 5.009 7.319 -0.151 0.341
H 4.288 5.057 1.665 0.311
H 5.841 5.779 1.821 0.498
H 6.198 3.522 2.685 0.475
H 6.879 3.602 1.194 0.395
H 5.106 3.081 -0.040 0.186
H 6.131 0.952 1.778 0.546
H 6.717 1.429 0.373 0.608
H 4.061 0.074 0.606 -0.088
H 5.477 -0.761 0.197 0.469
H 4.183 -1.498 -1.688 0.398
H 4.017 -0.375 -3.058 0.321
H 2.845 -0.250 -1.693 0.096
C 0.391 7.595 -4.522 0.867
O 1.316 7.809 -3.766 -0.654
N 0.481 7.342 -5.789 -0.407
N -0.845 7.423 -4.174 -0.428
H -0.375 7.259 -6.319 0.163
H 1.394 7.095 -6.140 0.170
H -1.458 7.065 -4.893 0.121
H -1.152 7.487 -3.214 0.207
C 0.182 -1.078 -3.866 0.412
O 0.238 -1.099 -2.639 -0.328
N -0.493 -1.864 -4.598 -0.349
N 0.718 -0.109 -4.623 -0.169
H -0.946 -2.566 -4.030 0.247
H -0.702 -1.768 -5.582 0.163
H 0.391 0.003 -5.572 0.278
H 1.104 0.721 -4.197 0.050
C 1.683 2.210 2.590 0.586
O 2.210 2.115 3.663 -0.763
N 2.309 2.111 1.393 0.692
N 0.382 2.463 2.384 0.114
H 1.751 2.196 0.556 0.053
H 3.307 2.259 1.335 -0.119
H -0.283 2.620 3.127 0.156
H 0.095 2.302 1.429 -0.207
C -0.955 0.699 -7.993 0.691
O -0.045 0.114 -7.399 -0.787
N -1.011 1.962 -8.321 -0.271
N -2.136 0.176 -8.385 -0.510
H -0.204 2.541 -8.138 0.260
H -1.829 2.297 -8.810 0.188
H -2.869 0.867 -8.320 0.198
H -2.197 -0.821 -8.233 0.246
C 2.607 3.474 -8.083 0.822
O 1.433 3.570 -8.337 -0.772
N 3.414 4.376 -7.687 -0.404
N 3.160 2.325 -8.087 -0.452
H 4.359 4.142 -7.418 0.141
H 3.099 5.335 -7.655 0.223
H 2.517 1.560 -8.236 0.227
H 4.067 2.223 -7.654 0.160
```

Summary:
Frontier orbital gap: 0.2947 hartree
Maximum force: 0.123 hartree/bohr
HOMO: -8.1 eV
LUMO energy: -0.08 eV
SMILES: COCCNCCOC.COCCNCCOC.COCCNCCOC.COCCNCCOC.COCCNCCOC.COCCNCCOC.NC(N)=O.NC(N)=O.NC(N)=O.NC(N)=O.NC(N)=O
Multiplicity: 1
Calculated total energy: -102940.885 eV

---

# C41H113CoN6O27

C41H113CoN6O27 as an isolated structure (ωB97M-V/def2-TZVPD, the Open Molecules 2025 dataset).

XYZ file:
```
188
Properties=species:S:1:pos:R:3:lowdin_spin:R:1
Co -0.055 0.810 1.083 2.755
C 2.143 -0.298 2.290 0.005
O 1.650 1.004 1.946 0.085
H 1.440 -0.716 3.020 0.001
H 2.176 -1.051 1.458 0.001
H 3.166 -0.282 2.667 0.002
O -2.981 -1.576 1.935 0.001
C -2.064 -0.653 1.761 0.002
O -2.221 0.453 1.126 0.023
O -0.910 -0.890 2.266 0.033
H -3.919 -1.277 1.661 0.000
O 1.387 -0.430 -2.354 0.003
C 0.888 0.123 -1.200 0.004
O 0.613 -0.698 -0.238 0.033
O 0.557 1.319 -1.271 0.018
H 1.469 -1.381 -2.205 0.000
C -1.769 -3.302 -0.810 0.000
C -0.536 -4.149 -0.777 0.000
C 0.035 -4.288 -2.185 0.000
O 0.746 -3.079 -2.578 0.000
C 0.939 -3.085 -3.980 0.000
N 0.512 -3.668 0.136 0.000
H -2.086 -2.943 0.159 0.000
H -2.680 -3.772 -1.276 0.000
H -1.606 -2.399 -1.372 0.000
H -0.786 -5.162 -0.510 0.000
H -0.824 -4.471 -2.868 0.000
H 0.673 -5.147 -2.212 0.000
H 0.022 -3.076 -4.568 0.000
H 1.371 -4.075 -4.241 0.000
H 1.640 -2.326 -4.273 0.000
H 0.188 -3.626 1.107 0.000
H 0.725 -2.767 -0.221 0.000
C 4.794 0.291 -0.072 0.000
C 5.236 0.961 -1.345 0.000
C 5.752 -0.071 -2.409 0.000
O 6.045 0.650 -3.600 0.000
C 6.317 -0.283 -4.638 0.000
N 4.081 1.667 -1.872 0.000
H 4.640 1.094 0.749 0.000
H 5.582 -0.470 0.193 0.000
H 3.856 -0.241 -0.157 0.000
H 5.976 1.716 -1.177 0.000
H 4.950 -0.754 -2.593 0.000
H 6.660 -0.711 -2.123 0.000
H 5.621 -1.126 -4.657 0.000
H 7.282 -0.676 -4.510 0.000
H 6.238 0.265 -5.582 0.000
H 4.124 1.781 -2.887 0.000
H 3.189 1.107 -1.770 0.000
C -5.492 2.641 -1.871 0.000
C -4.302 2.009 -1.078 0.000
C -3.175 2.931 -1.160 0.000
O -3.103 3.481 -2.487 0.000
C -2.002 4.319 -2.778 0.000
N -4.631 1.776 0.344 0.000
H -6.461 2.161 -1.666 0.000
H -5.275 2.595 -2.969 0.000
H -5.456 3.720 -1.628 0.000
H -4.004 1.035 -1.436 0.000
H -2.174 2.483 -0.835 0.000
H -3.283 3.744 -0.485 0.000
H -2.180 5.341 -2.409 0.000
H -1.867 4.430 -3.845 0.000
H -0.969 4.026 -2.387 0.000
H -3.920 1.307 0.944 0.000
H -4.861 2.729 0.688 0.000
C -0.106 -0.107 7.301 0.000
C -1.458 0.609 7.259 0.000
C -2.532 -0.345 6.824 0.000
O -3.830 0.262 6.697 0.000
C -4.741 -0.739 6.245 0.000
N -1.859 1.141 8.589 0.000
H -0.063 -0.999 7.926 0.000
H 0.673 0.538 7.731 0.000
H 0.076 -0.442 6.256 0.000
H -1.272 1.360 6.558 0.000
H -2.536 -1.083 7.638 0.000
H -2.272 -0.825 5.923 0.000
H -4.472 -1.315 5.333 0.000
H -5.683 -0.265 5.995 0.000
H -4.966 -1.494 7.049 0.000
H -2.699 1.731 8.540 0.000
H -1.098 1.643 9.006 0.000
C 6.669 2.855 -6.013 0.000
C 5.526 3.891 -5.763 0.000
C 4.115 3.377 -6.093 0.000
O 3.972 2.245 -5.310 0.000
C 2.696 1.759 -5.129 0.000
N 5.622 4.548 -4.433 0.000
H 7.669 3.288 -6.138 0.000
H 6.529 2.395 -7.052 0.000
H 6.612 2.059 -5.292 0.000
H 5.727 4.669 -6.521 0.000
H 3.942 3.204 -7.169 0.000
H 3.400 4.119 -5.696 0.000
H 1.992 2.577 -4.752 0.000
H 2.725 0.987 -4.379 0.000
H 2.241 1.301 -6.020 0.000
H 4.855 5.106 -4.299 0.000
H 5.604 3.939 -3.631 0.000
C -7.782 -2.159 0.386 0.000
C -6.194 -2.126 0.439 0.000
C -5.580 -1.912 -0.951 0.000
O -6.028 -2.881 -1.872 0.000
C -5.509 -2.529 -3.216 0.000
N -5.610 -1.115 1.279 0.000
H -8.103 -1.277 -0.118 0.000
H -8.229 -2.307 1.328 0.000
H -7.963 -2.995 -0.274 0.000
H -5.842 -3.058 0.766 0.000
H -4.469 -1.894 -0.813 0.000
H -5.894 -0.865 -1.171 0.000
H -5.380 -3.476 -3.766 0.000
H -4.534 -2.033 -3.144 0.000
H -6.304 -1.915 -3.719 0.000
H -6.125 -1.090 2.123 0.000
H -5.793 -0.215 0.853 0.000
C -1.564 4.686 2.461 0.001
C -1.352 3.221 2.245 0.000
O -0.508 2.924 1.141 0.029
O -0.356 5.369 2.846 0.000
H -2.321 4.811 3.196 0.000
H -2.005 5.178 1.556 0.000
H -2.272 2.685 2.037 0.000
H -0.967 2.755 3.137 0.000
H 0.352 3.529 1.158 0.000
H 0.125 5.336 2.060 0.000
C 2.888 5.144 -1.022 0.000
C 1.579 4.651 -0.616 0.000
O 1.524 4.605 0.797 0.000
O 3.918 4.348 -0.548 0.000
H 2.992 6.115 -0.608 0.000
H 3.023 5.250 -2.101 0.000
H 1.396 3.589 -0.983 0.000
H 0.816 5.382 -0.964 0.000
H 2.313 4.202 1.234 0.000
H 3.839 3.489 -1.011 0.000
C 4.772 -3.437 0.286 0.000
C 3.835 -4.106 -0.623 0.000
O 2.986 -4.901 0.189 0.000
O 5.315 -4.204 1.295 0.000
H 4.028 -2.735 0.866 0.000
H 5.546 -2.700 -0.096 0.000
H 4.254 -4.734 -1.448 0.000
H 3.238 -3.363 -1.236 0.000
H 2.095 -4.468 0.182 0.000
H 4.699 -4.899 1.537 0.000
C -2.612 -6.289 1.949 0.000
C -3.944 -5.506 1.924 0.000
O -3.953 -4.387 2.750 0.000
O -2.613 -7.301 0.950 0.000
H -2.532 -6.836 2.885 0.000
H -1.836 -5.521 1.680 0.000
H -4.765 -6.193 2.203 0.000
H -4.184 -5.211 0.854 0.000
H -3.201 -3.776 2.508 0.000
H -3.373 -7.045 0.391 0.000
C 5.111 4.171 2.636 0.000
C 3.932 3.375 3.123 0.000
O 3.068 3.074 2.055 0.001
O 4.809 5.376 1.963 0.000
H 5.649 3.489 1.994 0.000
H 5.796 4.394 3.541 0.000
H 3.437 3.877 3.957 0.000
H 4.320 2.473 3.536 0.000
H 2.663 2.165 2.088 0.001
H 4.540 5.148 1.041 0.000
C -1.328 -0.348 -4.050 0.000
C -1.618 1.161 -4.099 0.000
O -3.004 1.442 -4.404 0.000
O -1.922 -1.079 -5.133 0.000
H -1.703 -0.804 -3.122 0.000
H -0.298 -0.404 -4.266 0.000
H -1.014 1.590 -4.948 0.000
H -1.278 1.579 -3.177 0.000
H -3.333 1.971 -3.650 0.000
H -2.814 -0.661 -5.311 0.000
C -0.295 -3.467 4.406 0.000
C -0.937 -4.552 5.293 0.000
O -2.246 -4.126 5.542 0.000
O -0.805 -3.575 3.052 0.001
H 0.805 -3.561 4.412 0.000
H -0.589 -2.497 4.796 0.000
H -0.429 -4.576 6.249 0.000
H -0.919 -5.491 4.788 0.000
H -2.816 -4.280 4.740 0.000
H -0.766 -2.712 2.609 0.000
```

Summary:
Frontier orbital gap (spin up / spin down): 0.3139 / 0.3234 hartree
Maximum force: 0.093 hartree/bohr
Charge: -1
HOMO (spin up / spin down): -6.5 / -6.7 eV
Expectation value of S²: 3.755
LUMO energy (spin up / spin down): 2.07 / 2.07 eV
Multiplicity: 4
Calculated total energy: -146199.082 eV

---

maximum force of number 2 (C41H113CoN6O27)? 0.093 hartree/bohr